Record 1
C2H2ClNO2 | ωB97M-V/def2-TZVPD

CARTESIAN COORDINATES (ANGSTROEM)
C (-0.169, -0.005, 0.008)
C (-1.360, -0.455, 0.092)
N (-2.349, -1.400, -0.022)
O (-2.925, -1.474, -1.090)
O (-2.515, -2.115, 0.952)
Cl (-3.510, 1.747, 0.073)
H (0.092, 1.021, 0.226)
H (0.672, -0.634, -0.287)

The value obtained for the HOMO-LUMO gap (alpha / beta) is 8.73 / 6.52 eV. The value obtained for the energy above the lowest of the compared OMol25 structures with the same formula, charge and spin is 7.582 eV. The molecular weight is 107.50 g/mol. For the LUMO energy (alpha / beta), the calculation gives -2.59 / -3.93 eV.

Record 2
C2H7NO2 | ωB97M-V/def2-TZVPD

CARTESIAN COORDINATES (ANGSTROEM)
N (0.261, -0.175, 1.404)
C (-0.773, 0.209, 0.518)
C (-0.283, 1.473, -0.156)
O (-0.699, 1.451, -1.272)
H (0.065, -0.733, 2.170)
H (0.950, -0.892, 0.960)
H (-1.688, 0.342, 1.128)
H (-1.116, -0.639, -0.220)
H (0.578, 1.950, 0.380)
O (1.142, -1.078, -1.930)
H (0.823, -1.711, -1.240)
H (0.739, -0.196, -1.742)

The value obtained for the HOMO-LUMO gap is 10.60 eV. The value obtained for the energy above the lowest of the compared OMol25 structures with the same formula, charge and spin is 2.837 eV. The molecular weight is 77.08 g/mol. For the LUMO energy, the calculation gives 0.67 eV. As for the structure (SMILES): NCC=O.O.